No. 1
{"formula": "C2H7O2P", "method": "the ωB97M-V functional and the def2-TZVPD basis", "elements": ["C", "C", "O", "O", "P", "H", "H", "H", "H", "H", "H", "H"], "positions_angstrom": [[-2.105274, 0.740102, 0.473860], [2.636221, -0.016639, 0.039128], [-0.716061, -1.911636, 0.284446], [-1.038743, 0.599404, -0.518593], [-0.069558, -0.900541, -0.544035], [-1.608613, 1.301883, 1.275743], [-2.587163, -0.172457, 0.777323], [-2.727003, 1.410847, -0.182771], [2.374356, 0.473549, 0.992824], [3.242410, -0.921728, 0.081549], [2.883266, 0.682408, -0.743411], [-0.283841, -1.285193, -1.936065]], "forces_ev_per_a": [[1.18, 1.92, -1.94], [-1.12, -0.05, 0.52], [0.04, -0.98, 1.01], [2.19, -3.28, -0.24], [-1.22, 3.50, -0.76], [-0.82, -0.24, 0.22], [-0.03, -0.34, 0.04], [-0.21, -0.62, 1.50], [0.07, -0.55, -0.57], [-0.43, 0.13, 0.02], [-0.20, -0.04, -0.31], [0.53, 0.54, 0.51]], "lowdin_charge": [-0.130, 0.029, -0.432, -0.449, 0.768, 0.079, 0.061, 0.100, -0.004, -0.010, -0.020, 0.010], "homo_ev": [-9.3, -9.0], "de_lowest_ev": 3.491, "lumo_energy_ev": [-1.2, -0.5], "molar_mass_g_mol": 94.0}



No. 2
{"formula": "C4H24N2O8S", "method": "the ωB97M-V functional and the def2-TZVPD basis", "elements": ["O", "C", "N", "C", "C", "S", "C", "N", "H", "H", "H", "H", "H", "H", "H", "H", "H", "H", "H", "H", "O", "H", "H", "O", "H", "H", "O", "H", "H", "O", "H", "H", "O", "H", "H", "O", "H", "H", "O"], "positions_angstrom": [[-1.196028, 0.073370, 0.196583], [-1.685089, 1.078515, -0.314028], [-1.548257, 1.386811, -1.617830], [-0.780519, 0.553621, -2.536498], [-1.101609, -0.935947, -2.528001], [-2.722664, -1.193112, -3.239111], [0.717654, 0.567961, -2.208665], [1.377281, 1.705704, -2.872537], [-2.176300, 1.731519, 0.371940], [-1.942209, 2.248151, -1.989980], [-0.946187, 0.959130, -3.541753], [-0.472975, -1.586488, -3.175786], [-1.051389, -1.264776, -1.465120], [-3.123890, -2.384928, -2.846480], [0.941524, 0.502999, -1.143774], [1.295395, -0.350465, -2.393003], [0.756487, 2.515300, -2.849549], [2.327133, 1.898291, -2.619893], [2.502079, 0.033088, 2.475641], [4.040306, -0.283383, 2.424806], [3.324033, 0.220771, 2.021154], [1.367531, -1.085918, 0.782671], [2.637539, -1.608825, -0.047357], [1.801432, -1.860115, 0.416688], [-1.646181, -2.766224, 1.911147], [-2.466040, -2.446965, 3.209324], [-1.647521, -2.280991, 2.738667], [-0.721542, -0.407260, 2.936885], [-1.018328, 0.243931, 4.377352], [-0.702537, 0.390228, 3.468876], [3.351516, 0.833272, -0.798413], [3.750211, 0.096900, 0.376077], [3.847907, 0.003463, -0.611045], [0.001562, 1.055566, 1.745018], [1.383669, 1.869111, 1.680705], [0.801179, 1.244367, 1.250914], [-2.386993, -0.478948, 2.144524], [-3.741098, -0.284092, 1.780828], [-3.147083, 0.006368, 2.489020]], "forces_ev_per_a": [[-0.50, -0.24, -0.33], [1.13, -1.25, 0.24], [-0.37, 0.22, -0.09], [1.50, -0.98, -0.33], [-0.51, -1.60, 0.67], [-1.37, 1.07, -0.65], [1.93, 0.40, 0.50], [-1.35, -0.25, -0.52], [-0.86, 1.19, -0.05], [0.06, -0.51, 0.40], [0.16, -0.01, 0.15], [0.27, 1.13, 0.73], [0.01, 0.00, -0.98], [0.28, -0.60, 0.46], [-0.95, 0.88, 0.57], [-0.67, -0.02, -1.29], [0.81, -0.07, 0.21], [0.09, 0.20, 0.28], [-0.21, -0.26, 0.08], [-0.33, -0.02, 0.23], [0.77, 0.38, 0.17], [0.30, 0.47, -0.35], [-1.21, 0.33, 0.60], [0.61, -0.80, -0.43], [-0.14, -0.23, -0.02], [-0.22, -0.10, -0.15], [0.66, 0.09, 0.04], [-0.22, -0.68, 0.68], [0.06, -0.37, -0.92], [0.68, 0.92, 0.57], [0.45, -0.83, -0.51], [0.25, -0.57, -0.71], [-0.72, 1.41, 0.89], [0.02, 0.50, 0.56], [-0.30, 0.13, 0.57], [0.79, -0.26, -1.01], [0.47, 0.31, 0.42], [-0.64, 0.45, 0.34], [-0.74, -0.45, -1.00]], "lowdin_charge": [-0.039, -0.302, 0.090, -0.379, -0.547, 0.717, -0.251, 0.014, 0.134, 0.150, 0.141, 0.085, 0.082, -0.172, 0.076, 0.118, 0.063, 0.048, 0.046, 0.080, -0.048, -0.014, 0.029, -0.080, 0.066, 0.060, -0.038, -0.004, 0.074, -0.064, 0.039, -0.004, -0.097, -0.002, 0.052, -0.053, -0.034, 0.048, -0.084], "homo_ev": -8.8, "de_lowest_ev": 2.773, "lumo_energy_ev": 0.3, "molar_mass_g_mol": 260.3, "smiles": "NC[C@@H](CS)NC=O.O.O.O.O.O.O.O"}



No. 3
{"formula": "C19H19NO5S", "method": "the ωB97M-V functional and the def2-TZVPD basis", "elements": ["C", "H", "H", "H", "C", "C", "C", "C", "C", "C", "C", "O", "H", "H", "O", "C", "C", "C", "N", "C", "C", "S", "H", "C", "H", "H", "H", "C", "O", "C", "H", "H", "C", "H", "H", "C", "C", "O", "O", "H", "H", "H", "H", "H", "H"], "positions_angstrom": [[-5.366856, -2.853603, 0.353742], [-6.215681, -3.443806, 0.017700], [-4.625633, -3.522305, 0.785309], [-5.705981, -2.166505, 1.124706], [-4.763756, -2.077085, -0.818265], [-3.580626, -1.272340, -0.366543], [-2.296100, -1.748033, -0.480661], [-1.191404, -1.014299, -0.036309], [-1.405954, 0.237024, 0.540568], [-2.699284, 0.734518, 0.674452], [-3.776455, -0.008411, 0.226078], [-5.045233, 0.454097, 0.337701], [-5.041769, 1.339923, 0.719910], [-2.845846, 1.707041, 1.122978], [-0.384685, 1.008037, 0.987199], [0.886261, 0.601658, 0.807063], [1.215709, -0.603878, 0.261917], [2.571728, -1.047383, 0.068308], [3.646092, -0.364169, 0.324131], [4.776819, -1.051694, 0.039438], [4.559044, -2.304948, -0.450574], [2.876997, -2.646114, -0.568811], [5.291295, -3.027433, -0.749182], [6.100595, -0.405697, 0.274659], [6.904820, -1.075971, -0.014802], [6.208783, -0.149231, 1.327297], [6.172736, 0.513805, -0.303556], [0.165941, -1.530345, -0.170872], [0.416467, -2.647112, -0.606355], [1.868162, 1.642802, 1.239817], [2.765110, 1.146740, 1.607522], [1.416373, 2.248279, 2.028613], [2.266379, 2.537289, 0.057332], [2.630506, 1.903907, -0.750886], [3.076558, 3.193408, 0.376317], [1.098875, 3.385836, -0.444906], [0.084232, 2.578693, -1.236067], [0.334986, 1.582603, -1.846754], [-1.163977, 3.091404, -1.246000], [-1.235284, 3.903720, -0.727985], [1.476325, 4.155650, -1.125628], [0.608854, 3.886371, 0.395435], [-2.104008, -2.710827, -0.929667], [-5.519714, -1.406422, -1.228748], [-4.451397, -2.775190, -1.595608]], "forces_ev_per_a": [[-0.02, 0.05, -0.19], [-0.11, -0.09, 0.04], [0.04, -0.08, 0.07], [-0.04, 0.03, 0.12], [-0.06, -0.03, 0.20], [-0.17, 0.06, -0.12], [-0.01, 0.30, 0.14], [-0.04, 0.31, 0.16], [-0.58, -0.79, -0.40], [0.13, 0.08, 0.07], [0.69, -0.03, 0.05], [-0.25, 0.03, -0.01], [0.03, -0.12, -0.04], [-0.01, 0.11, 0.04], [0.02, 0.20, 0.08], [0.64, -0.53, 0.07], [-0.77, 0.28, 0.22], [0.31, -0.79, -0.29], [-0.15, 0.51, 0.12], [0.39, -0.69, -0.25], [-0.31, 0.26, 0.11], [0.82, 0.34, 0.14], [0.21, -0.15, -0.07], [-0.11, -0.05, -0.02], [0.12, 0.01, 0.00], [0.07, 0.03, 0.06], [0.08, 0.07, -0.03], [-0.16, 0.31, 0.17], [-0.41, 0.12, 0.00], [-0.09, 0.00, -0.04], [-0.17, 0.09, 0.05], [-0.04, -0.03, 0.03], [-0.21, 0.00, 0.06], [0.09, 0.08, -0.01], [0.03, -0.01, -0.03], [0.24, -0.16, -0.05], [0.25, 0.41, 0.16], [-0.10, 0.01, -0.10], [-0.48, 0.01, -0.20], [0.23, -0.15, -0.02], [-0.09, 0.04, 0.03], [-0.01, 0.06, -0.06], [0.00, -0.11, -0.06], [0.02, -0.08, -0.12], [-0.01, 0.07, -0.06]], "lowdin_charge": [-0.086, 0.070, 0.077, 0.072, -0.195, -0.161, 0.066, -0.054, -0.177, 0.074, -0.249, 0.076, 0.116, 0.129, 0.088, -0.175, -0.072, -0.468, 0.075, -0.445, -0.344, 1.129, 0.063, -0.041, 0.073, 0.076, 0.076, -0.323, -0.036, -0.099, 0.106, 0.128, -0.161, 0.116, 0.118, -0.099, -0.530, 0.147, 0.112, 0.114, 0.133, 0.122, 0.134, 0.111, 0.113], "homo_ev": -7.9, "de_lowest_ev": 0.000, "lumo_energy_ev": 0.2, "molar_mass_g_mol": 373.4, "smiles": "CCc1cc2c(=O)c(-c3nc(C)cs3)c(CCCC(=O)O)oc2cc1O"}



- Number 2 is which compound?
  C4H24N2O8S



- Which formula does entry 2 have?
  C4H24N2O8S